# 1
Molecular formula: C3H12O4
Method: DFT, ωB97M-V/def2-TZVPD

Positions of all 19 atoms, in Å:
1 C 3.04543 1.26327 1.56390
2 C 2.39483 0.27465 0.63805
3 C 1.18344 0.45167 0.11596
4 O 0.51861 -0.54149 -0.56154
5 H 2.23833 1.68336 2.17585
6 H 3.54620 2.08455 1.05836
7 H 3.69623 0.76402 2.25636
8 H 2.76301 -0.73611 0.45711
9 H 0.58901 1.28625 0.49456
10 H -0.13206 -1.03422 -0.03691
11 O -1.53030 -2.07051 1.27874
12 H -1.98961 -1.64437 0.53668
13 H -1.98816 -1.71726 2.04688
14 O -1.18397 1.37624 -2.03252
15 H -1.29194 1.51534 -2.97676
16 H -0.65783 0.56675 -1.90500
17 O -2.91262 -0.56776 -0.62457
18 H -2.99747 0.38059 -0.76984
19 H -3.57738 -1.13656 -1.00919

Calculated values
**Kohn-Sham gap**: 9.43 eV
**Molecular weight**: 112.12 u
**HOMO energy**: -8.907 eV
**Total charge**: 0

Listed below, in e, are the Löwdin charges computed for each atom: -0.104, -0.139, -0.224, -0.052, 0.073, 0.071, 0.061, 0.110, 0.122, 0.068, -0.065, -0.017, 0.043, -0.069, 0.038, 0.017, -0.044, 0.051, 0.059

---

# 2
Molecular formula: C6H8N2O2
Method: DFT, ωB97M-V/def2-TZVPD

Positions of all 18 atoms, in Å:
1 H 1.96721 -1.64744 0.31334
2 N 2.56450 -0.82892 0.25037
3 C 1.96100 0.17944 -0.29477
4 O 2.72547 1.27511 -0.22912
5 C 0.53213 0.47597 -0.21575
6 N 0.09113 1.75913 -0.03634
7 C -1.26746 1.79531 -0.05209
8 C -1.70917 0.48492 -0.13901
9 O -3.02354 0.13578 -0.12462
10 C -0.57835 -0.37411 -0.16499
11 C -0.59296 -1.86782 -0.05867
12 H 3.39154 0.94485 0.54259
13 H 0.69781 2.54248 0.16447
14 H -1.82284 2.72519 0.02136
15 H -3.13296 -0.78491 0.12983
16 H -1.59799 -2.26876 -0.24479
17 H 0.07601 -2.32964 -0.79997
18 H -0.28154 -2.21658 0.93817

Calculated values
**Kohn-Sham gap**: 8.52 eV
**Molecular weight**: 140.14 u
**HOMO energy**: -8.023 eV
**Total charge**: 0

Listed below, in e, are the Löwdin charges computed for each atom: 0.028, 0.134, -0.424, 0.001, -0.166, 0.068, -0.028, -0.288, 0.053, -0.156, -0.041, 0.192, 0.159, 0.127, 0.093, 0.073, 0.085, 0.090

---

# 3
Molecular formula: C2H14N2O4
Method: DFT, ωB97M-V/def2-TZVPD

Positions of all 22 atoms, in Å:
1 C 2.23997 -0.11224 -1.46806
2 N 0.88524 -0.19504 -0.94904
3 C 0.55430 0.49486 0.08350
4 N 1.27015 1.51051 0.64871
5 H 2.83648 -1.00817 -1.28605
6 H 2.83317 0.73380 -1.10802
7 H 2.19462 -0.01971 -2.55723
8 H -0.38462 0.28021 0.57443
9 H 2.23035 1.65849 0.40783
10 H 0.84322 2.12846 1.30552
11 O 1.52232 -0.94616 2.60548
12 H 0.89068 -1.62777 2.85785
13 H 1.41673 -0.89289 1.64700
14 O -1.76104 -1.34835 1.92712
15 H -2.69141 -1.14426 1.78730
16 H -1.76262 -2.31053 1.98005
17 O -2.38496 0.38510 -0.30761
18 H -2.19700 0.29441 -1.25895
19 H -3.09368 0.93718 0.02071
20 O -1.45391 0.43274 -2.79241
21 H -1.39905 1.39247 -2.77028
22 H -0.57243 0.09354 -2.55924

Calculated values
**Kohn-Sham gap**: 9.57 eV
**Molecular weight**: 130.14 u
**HOMO energy**: -8.929 eV
**Total charge**: 0

Listed below, in e, are the Löwdin charges computed for each atom: -0.144, -0.050, -0.322, 0.114, 0.076, 0.053, 0.069, 0.083, 0.073, 0.095, -0.062, 0.028, -0.003, -0.059, 0.031, 0.040, -0.082, -0.009, 0.038, -0.055, 0.059, 0.029